(1)
DFT (ωB97M-V/def2-TZVPD) results for 10 unconnected molecules or ions with the total composition C40H62N6O4 at a distorted geometry.

```
112
Properties=species:S:1:pos:R:3:forces:R:3
C -2.401601 1.829073 -3.697899 -0.35 0.65 -0.60
C -1.136072 1.246900 -3.517538 0.71 -0.30 0.67
C -0.397286 2.063874 -2.675478 -0.80 -0.76 -0.71
N -1.176356 3.151300 -2.424351 0.17 0.52 0.50
C -2.387795 3.045447 -3.048783 0.33 -0.37 0.23
H -3.193940 1.467674 -4.334090 -0.04 -0.04 0.08
H -0.776872 0.301390 -3.893682 -0.15 0.04 -0.01
H 0.523955 1.805389 -2.184300 0.21 0.57 -0.04
H -0.905783 3.956597 -1.881057 0.16 -0.13 0.08
H -3.100882 3.844354 -2.942774 -0.13 -0.08 -0.15
C -2.385646 5.835043 1.874652 -0.77 -0.20 0.44
C -2.756310 4.499529 1.534139 0.70 0.50 -0.69
C -1.935311 3.658619 2.247602 -0.95 0.04 0.08
N -1.251841 4.419895 3.159442 0.03 -0.18 -0.66
C -1.519931 5.747110 2.929800 0.89 -0.14 0.00
H -2.767872 6.724676 1.402377 -0.03 0.10 0.21
H -3.457765 4.271845 0.746557 0.12 -0.34 0.03
H -1.846524 2.590067 2.134394 0.14 -0.04 0.46
H -0.533845 4.035979 3.755322 0.00 0.09 0.05
H -0.932821 6.493611 3.439146 -0.23 0.09 0.09
C -1.905724 -2.759543 4.852254 0.19 0.13 -1.09
C -1.865121 -3.922232 4.027788 0.26 -0.53 0.53
C -2.733489 -3.750550 2.983329 -0.53 1.01 0.10
N -3.249121 -2.474122 3.095860 -0.11 -0.75 0.04
C -2.758292 -1.889765 4.216394 0.00 0.54 0.42
H -1.254371 -2.513294 5.672983 -0.16 -0.15 0.21
H -1.243289 -4.780600 4.231184 -0.17 -0.12 -0.11
H -3.159871 -4.360015 2.204839 0.49 -0.32 -0.02
H -3.917772 -2.084147 2.438030 0.02 0.11 0.15
H -3.044866 -0.892239 4.514123 -0.04 -0.01 -0.14
C -1.992628 -3.697736 -3.337544 -0.49 -0.81 -0.71
C -1.519079 -2.404396 -3.595058 0.92 0.64 0.20
C -0.273258 -2.321916 -3.006930 -0.29 -0.15 0.31
N -0.013037 -3.517919 -2.389124 0.27 0.36 -0.53
C -1.027697 -4.398577 -2.653680 -0.15 0.53 0.46
H -2.901086 -4.103305 -3.759704 -0.01 -0.09 0.27
H -1.970130 -1.611357 -4.167428 -0.21 -0.10 0.04
H 0.439920 -1.515799 -2.930374 -0.09 0.03 -0.16
H 0.886509 -3.717098 -1.966167 -0.20 -0.47 0.06
H -1.030147 -5.406531 -2.278013 0.10 -0.01 0.00
C 2.126280 4.272822 -0.731119 0.11 0.17 -0.10
C 1.843923 5.554248 -1.278896 -0.15 -0.01 0.00
C 0.678292 6.007962 -0.696936 0.77 -0.10 -0.35
N 0.246041 5.031085 0.146062 -0.29 -0.05 0.66
C 1.130892 3.991487 0.168215 -0.24 -0.09 -0.38
H 2.971864 3.649398 -0.970094 -0.03 -0.05 0.00
H 2.409887 6.071447 -2.036813 0.06 0.05 0.11
H 0.246522 6.991043 -0.766078 -0.38 -0.14 0.00
H -0.576503 5.072046 0.736316 0.10 0.15 -0.13
H 0.923518 3.115161 0.757968 0.04 0.02 0.06
C 0.469043 2.105353 5.025653 0.51 1.20 -0.23
C 1.446530 2.634503 4.121235 -0.17 -0.14 -0.24
C 1.517727 1.769442 3.061053 0.12 -0.29 0.28
N 0.620838 0.756887 3.282069 0.35 0.27 -0.19
C -0.026229 0.968786 4.463418 -0.30 -0.43 0.19
H 0.193382 2.610827 5.937004 -0.23 -0.34 0.11
H 1.996606 3.561393 4.163911 0.10 -0.08 0.33
H 2.240258 1.719259 2.263470 -0.22 0.08 -0.21
H 0.496150 -0.018188 2.652694 -0.07 -0.08 0.27
H -0.779702 0.294777 4.834727 0.02 -0.10 -0.14
C -4.312307 0.732182 0.022755 0.34 -0.04 0.48
C -4.951599 1.376158 1.267600 0.04 -0.25 -0.33
C -5.314381 0.158060 2.141388 -0.31 0.33 0.19
O -5.026723 -1.010566 1.365606 -0.45 0.13 0.14
C -5.029052 -0.618860 -0.001406 0.98 0.51 -0.25
H -3.245645 0.543742 0.173437 -0.01 0.07 -0.01
H -4.412571 1.346275 -0.869522 -0.12 -0.12 -0.09
H -5.824932 1.914154 0.895518 -0.18 0.01 0.44
H -4.317310 2.070477 1.814236 0.06 0.06 -0.16
H -6.364561 0.170174 2.450415 -0.06 -0.08 -0.22
H -4.745255 0.112268 3.071713 0.22 -0.05 -0.14
H -6.034083 -0.489873 -0.412949 -0.11 -0.36 0.10
H -4.433272 -1.357675 -0.534316 -0.37 -0.14 -0.21
C -0.235020 -0.284830 0.083013 -0.25 -1.16 0.86
C -1.035407 -1.394661 0.764136 -0.85 -0.64 -0.47
C -0.034600 -2.156380 1.611567 -0.04 0.29 0.16
O 1.199224 -2.023140 0.894447 0.27 -0.27 0.19
C 1.146016 -0.958804 -0.051308 -1.08 0.81 0.07
H -0.185135 0.537229 0.797883 -0.03 0.53 -0.57
H -0.705630 -0.068036 -0.870797 0.19 0.60 0.01
H -1.411999 -2.060971 -0.022961 0.19 -0.14 0.05
H -1.946653 -1.086928 1.279593 0.29 0.27 0.27
H -0.320681 -3.190163 1.800851 0.28 -0.19 -0.63
H 0.084390 -1.798767 2.644953 -0.02 0.38 -0.12
H 1.242858 -1.338200 -1.068014 0.49 -0.03 0.17
H 1.865730 -0.167887 0.175985 0.60 -0.48 -0.17
C 5.295792 -1.076956 -2.590965 0.64 0.07 0.44
C 5.598042 0.387997 -2.291588 -1.02 -0.03 0.59
C 4.178095 0.928105 -2.037868 -0.13 0.24 -0.77
O 3.266340 -0.004863 -2.639613 -0.36 -0.06 0.20
C 3.994982 -0.982958 -3.365172 0.45 -0.13 0.18
H 5.097089 -1.587204 -1.644742 -0.07 -0.06 -0.06
H 6.167452 -1.557114 -3.037652 -0.31 -0.17 -0.37
H 6.059481 0.847684 -3.162783 0.20 0.23 0.23
H 6.134111 0.519332 -1.352981 0.61 0.06 -0.39
H 3.997596 1.902124 -2.502566 0.14 0.03 0.04
H 3.953812 1.033275 -0.973913 -0.06 -0.24 0.02
H 4.136186 -0.659234 -4.401708 0.07 -0.05 -0.04
H 3.467017 -1.936931 -3.354503 -0.29 0.14 -0.03
C 4.792838 -4.484820 -1.010071 -0.20 -0.23 0.03
C 4.673563 -5.317895 -2.292377 0.39 0.33 -0.42
C 3.251009 -5.075924 -2.795824 -0.25 -0.69 0.07
O 2.493318 -4.788166 -1.620244 0.01 0.46 -0.40
C 3.323417 -4.089873 -0.697830 1.05 -0.90 0.91
H 5.525393 -3.688313 -1.126209 -0.39 0.34 -0.04
H 5.146530 -5.071267 -0.162150 0.15 -0.17 -0.20
H 4.837047 -6.374631 -2.086821 -0.17 -0.03 -0.04
H 5.413766 -5.021311 -3.038444 -0.01 -0.03 0.03
H 2.871657 -5.998818 -3.241782 -0.26 0.10 0.13
H 3.080134 -4.296293 -3.545887 0.52 0.21 0.11
H 3.107425 -4.575804 0.252562 -0.35 0.61 0.25
H 3.184195 -3.012086 -0.612751 -0.41 0.01 -0.37
```
Positions in Å, forces in eV/Å.

Properties
* LUMO energy: 0.0259 Ha
* orbital gap: 8.596 eV

Atom charges from the Mulliken analysis, given in e for atoms 1 to 2:
1. C -0.640
2. C -0.636

=====

(2)
DFT (ωB97M-V/def2-TZVPD) results for a molecular structure, C40H63N5O7Si3Sn.

```
119
Properties=species:S:1:pos:R:3:forces:R:3
Sn -0.653240 0.431852 -0.735310 0.54 0.01 0.06
O 0.157817 -2.335467 -3.779574 -0.02 -0.07 -0.05
C 0.090637 -1.359844 -3.043765 0.02 0.07 0.06
N -0.816813 -1.186791 -2.050729 0.01 0.01 -0.14
C -1.823891 -2.238656 -1.993054 -0.01 0.07 0.09
C -3.191158 -1.801576 -2.448297 -0.07 0.03 -0.01
C -4.145241 -2.768685 -2.756318 -0.02 -0.01 0.06
C -5.403331 -2.365528 -3.151135 0.00 0.02 0.00
C -5.669743 -1.005169 -3.247967 0.00 -0.01 -0.01
C -4.655731 -0.122245 -2.933642 -0.03 0.00 0.01
N -3.441264 -0.502376 -2.535085 0.04 -0.01 -0.05
C 1.037969 -0.223981 -3.330116 -0.09 -0.03 0.04
C 2.020191 -0.383393 -4.294755 0.01 0.04 -0.04
C 2.736961 0.731765 -4.691211 0.03 -0.03 0.01
C 2.417835 1.964771 -4.142328 0.01 0.00 0.04
C 1.436817 2.020267 -3.168364 0.03 0.01 0.07
N 0.789186 0.939289 -2.742862 -0.01 0.02 0.08
H -1.495604 -3.050959 -2.640669 0.04 -0.01 0.05
H -1.895687 -2.630192 -0.981586 -0.10 0.02 0.14
H -3.893253 -3.818193 -2.672838 -0.01 0.00 0.00
H -6.166584 -3.096161 -3.385368 0.00 0.00 0.00
H -6.638804 -0.638091 -3.556828 0.00 -0.01 0.00
H -4.822685 0.949318 -2.998417 0.00 -0.01 0.02
H 2.167567 -1.360842 -4.729806 -0.01 0.00 0.01
H 3.516366 0.647043 -5.437361 -0.01 0.00 0.00
H 2.920955 2.869331 -4.454176 0.00 0.00 0.01
H 1.150211 2.959161 -2.718389 0.01 0.07 0.07
C -2.642775 1.814849 2.783653 0.02 -0.05 0.01
Si -2.837444 2.478223 1.041612 -0.12 -0.01 -0.02
C -4.147165 1.595432 0.055572 0.00 -0.01 -0.09
C -3.501473 4.227220 1.241349 0.08 0.09 0.01
C -1.193423 2.457813 0.035049 0.20 0.13 -0.14
C -1.560462 2.978630 -1.316573 -0.14 0.06 0.01
C -1.887349 4.288008 -1.690853 0.11 -0.02 0.06
C -2.344396 4.520040 -2.973564 -0.01 -0.02 -0.06
C -2.471535 3.466756 -3.877249 0.01 0.08 -0.03
C -2.101792 2.206978 -3.456946 0.14 0.07 0.08
N -1.654084 2.000701 -2.221092 -0.39 -0.22 -0.10
Si 0.218167 3.357284 0.952298 -0.11 0.05 0.09
C -0.238830 5.106716 1.483854 -0.02 0.03 -0.01
C 0.668304 2.415224 2.487436 0.00 -0.01 0.01
C 1.729071 3.567061 -0.122477 0.01 -0.03 -0.06
H -3.593661 1.388015 3.114774 0.00 0.00 -0.02
H -2.394656 2.629039 3.467808 0.01 0.00 0.01
H -1.869897 1.054036 2.866533 -0.01 0.01 0.01
H -5.074660 1.538796 0.632150 0.01 0.01 0.02
H -3.876519 0.580868 -0.231427 -0.03 0.01 0.02
H -4.359219 2.165771 -0.853553 -0.02 0.02 -0.01
H -4.467312 4.148859 1.749395 0.00 -0.05 0.00
H -3.683982 4.730504 0.291003 -0.02 -0.02 0.01
H -2.862899 4.863188 1.853501 -0.09 0.00 -0.04
H -1.803847 5.095788 -0.979674 0.00 -0.01 -0.02
H -2.614552 5.524862 -3.273170 0.00 0.00 0.00
H -2.835912 3.625871 -4.882157 0.00 0.01 0.01
H -2.142009 1.333425 -4.096187 -0.05 0.00 0.02
H -0.919301 5.123026 2.335664 0.04 0.00 -0.01
H -0.674038 5.712687 0.687505 0.00 0.02 0.04
H 0.681464 5.608272 1.796977 0.02 -0.04 0.00
H -0.075445 2.533756 3.276138 0.01 0.01 -0.01
H 1.619884 2.801755 2.860774 0.01 0.02 0.01
H 0.808868 1.354791 2.282188 0.01 0.01 0.01
H 1.541468 4.249247 -0.954470 0.01 0.00 -0.04
H 2.090676 2.614091 -0.505629 0.05 -0.07 -0.05
H 2.522480 4.010363 0.485426 0.00 -0.01 0.00
O -1.058391 -0.480010 1.133604 -0.20 -0.19 -0.20
C -2.076130 -1.172587 1.492341 0.03 0.05 0.06
C -2.096616 -1.846217 2.843508 -0.04 -0.10 0.00
C -3.521813 -2.379219 2.901399 -0.01 0.02 0.01
C -4.056692 -2.108505 1.492217 -0.01 -0.01 -0.04
O -5.126123 -2.478023 1.074604 0.01 0.00 0.01
N -3.135089 -1.352715 0.761226 -0.01 -0.11 -0.14
H -1.822354 -1.151394 3.636248 -0.05 0.00 -0.02
H -1.345802 -2.639685 2.831086 -0.05 0.04 0.01
H -4.148204 -1.835342 3.609774 0.00 -0.01 0.01
H -3.602590 -3.438746 3.136625 0.00 -0.01 -0.02
C 2.499380 -4.529119 1.024602 0.00 -0.01 -0.02
C 1.283442 -3.789784 0.475097 0.03 0.02 0.03
C 1.337882 -3.739012 -1.042963 0.01 0.02 -0.03
C 0.001641 -4.477066 0.925101 -0.01 -0.02 0.02
O 1.225838 -2.467113 1.035223 -0.06 -0.03 -0.06
Si 2.013197 -1.062893 0.731640 0.10 -0.19 -0.07
O 1.225901 -0.028191 -0.226087 0.07 0.16 0.15
O 2.311738 -0.328120 2.164472 0.00 0.07 -0.02
C 2.400658 -0.806737 3.512055 -0.01 -0.05 0.02
C 0.991407 -1.074293 4.031290 0.05 -0.02 -0.04
C 3.073764 0.298059 4.314704 0.00 0.01 0.00
C 3.234123 -2.080237 3.588926 -0.01 -0.01 0.01
O 3.429155 -1.512811 0.022310 -0.07 0.01 0.05
C 4.606435 -0.792935 -0.344078 -0.01 -0.03 -0.03
C 5.596538 -0.845703 0.813130 -0.02 -0.01 0.03
C 5.171727 -1.512643 -1.561682 0.01 0.01 -0.02
C 4.280563 0.653533 -0.683193 0.00 0.06 -0.03
H 2.591476 -5.503042 0.540366 -0.01 0.00 0.01
H 2.404143 -4.694443 2.098799 0.00 0.00 -0.01
H 3.406145 -3.955812 0.831545 0.00 0.00 -0.01
H 1.405237 -4.748565 -1.452357 0.00 -0.01 0.01
H 2.205161 -3.172406 -1.383297 0.01 0.00 0.00
H 0.437153 -3.278274 -1.437688 0.04 -0.01 0.02
H -0.029174 -5.507884 0.567936 0.00 0.00 0.00
H -0.868900 -3.948350 0.529875 0.01 -0.01 0.03
H -0.056231 -4.485850 2.015619 0.00 -0.01 0.00
H 0.402025 -0.155208 4.035362 0.02 0.00 -0.02
H 1.029319 -1.469030 5.048650 -0.01 0.00 0.02
H 0.498107 -1.802710 3.386113 0.14 0.07 0.07
H 2.485147 1.213734 4.273182 0.00 0.00 -0.01
H 4.067520 0.503670 3.912536 0.00 0.00 0.00
H 3.177716 -0.002265 5.358836 0.00 0.00 0.00
H 2.745271 -2.888228 3.051307 0.01 0.02 0.02
H 3.354967 -2.380739 4.631516 0.00 0.00 0.00
H 4.222946 -1.923642 3.158677 0.03 0.02 -0.02
H 5.811322 -1.881867 1.080049 0.00 0.00 0.00
H 5.180402 -0.336810 1.683543 -0.01 -0.01 0.01
H 6.532269 -0.353944 0.539656 0.00 -0.01 0.00
H 5.360736 -2.559824 -1.320823 0.00 0.00 0.00
H 6.107572 -1.052995 -1.885567 -0.01 0.00 0.00
H 4.456305 -1.472631 -2.385342 -0.01 0.00 0.00
H 3.901869 1.174570 0.198276 -0.03 0.02 0.01
H 3.520330 0.696025 -1.462950 -0.04 0.01 -0.04
H 5.176311 1.171444 -1.032707 0.00 0.00 0.01
```
Positions in Å, forces in eV/Å.

Properties
* LUMO energy: 0.0061 Ha
* orbital gap: 9.179 eV

Atom charges from the Mulliken analysis, given in e for atoms 1 to 2:
1. Sn 2.164
2. O -0.759

=====

> The highest LUMO energy belongs to which entry?

C40H62N6O4

=====

> Which value of LUMO energy does entry 1 give?

0.0259 Ha